Density functional theory data (ωB97M-V/def2-TZVPD) for a 11-piece molecular cluster, C39H104N6O11 overall at a distorted geometry.

Calculated total energy (eV): -73584.8587
Orbital gap (eV): 8.9
HOMO energy (eV): -8.624
SMILES: CC1(C)CCCC(C)(C)N1O.COC[C@H](C)N.COC[C@H](C)N.COC[C@H](C)N.COC[C@H](C)N.COC[C@H](C)N.CCO.CCO.CCO.CCO.CCO

Structure (XYZ):
```
160
Properties=species:S:1:pos:R:3:forces:R:3:mulliken_charge:R:1
C 3.254 -2.190 -1.494 0.66 -0.81 -0.82 -2.29
C 4.054 -1.487 -0.420 -1.05 1.33 0.49 2.04
C 3.593 -0.022 -0.416 0.37 0.98 -0.87 -0.06
C 3.589 -2.134 0.895 1.66 -0.21 1.44 0.31
C 4.519 -1.825 2.119 -1.58 1.04 -1.77 -0.29
C 5.936 -2.163 1.730 -0.11 0.65 1.14 -1.78
C 6.462 -1.474 0.434 0.28 0.27 0.83 1.70
C 6.794 0.011 0.683 -0.89 0.30 0.11 -1.45
C 7.752 -2.216 0.145 0.20 -0.49 -1.14 -2.10
N 5.495 -1.668 -0.647 -0.64 -1.74 1.29 0.65
O 5.949 -1.269 -1.903 -0.07 0.80 -0.10 -0.48
H 3.326 -1.713 -2.472 -0.02 0.18 0.00 0.40
H 3.725 -3.169 -1.583 -0.21 -0.33 -0.22 0.72
H 2.202 -2.346 -1.253 0.06 0.26 0.20 0.00
H 3.907 0.579 0.437 -0.14 -0.19 0.22 -0.25
H 3.989 0.499 -1.288 0.64 -0.05 -0.16 0.72
H 2.537 0.142 -0.630 -0.36 -0.56 0.69 -0.80
H 2.593 -1.788 1.170 -0.12 -0.34 -0.52 -1.43
H 3.678 -3.215 0.785 -0.61 -0.23 -0.18 0.78
H 4.384 -0.759 2.299 0.54 0.51 -0.15 -0.11
H 4.078 -2.180 3.050 0.56 -0.96 -0.09 0.54
H 6.107 -3.240 1.736 -0.15 -0.10 -0.45 0.36
H 6.516 -1.797 2.578 0.67 0.06 -0.18 0.61
H 6.892 0.541 -0.264 0.36 -0.12 -0.07 0.36
H 7.655 0.188 1.328 0.18 -0.26 -0.20 0.48
H 5.957 0.504 1.178 -0.13 0.00 0.14 0.00
H 8.390 -2.331 1.022 -0.18 0.09 0.07 0.39
H 8.349 -1.777 -0.653 -0.04 0.33 0.05 0.38
H 7.466 -3.195 -0.239 0.14 -0.29 0.22 0.48
H 5.973 -2.079 -2.416 0.09 -0.14 -0.06 0.35
C 4.951 4.031 1.324 -0.50 0.74 1.08 -0.46
O 3.772 4.286 2.135 -0.03 0.14 -1.13 -0.36
C 3.511 3.285 3.107 0.03 0.05 -1.52 0.05
C 2.212 3.589 3.847 0.42 1.09 -0.49 0.00
C 1.683 2.380 4.523 0.71 -0.04 1.99 -1.15
N 1.099 4.123 3.069 0.66 0.11 -0.59 -0.26
H 5.200 2.970 1.323 0.31 0.05 0.25 0.00
H 5.683 4.712 1.758 0.73 -0.64 0.03 0.35
H 4.893 4.345 0.282 -0.90 0.05 0.01 0.25
H 3.407 2.353 2.552 0.10 -0.62 0.09 -0.36
H 4.369 3.247 3.777 -0.05 -0.36 0.38 0.50
H 2.573 4.383 4.500 -0.69 -0.07 0.80 0.40
H 1.340 1.568 3.882 -0.01 0.22 -0.17 0.05
H 0.908 2.703 5.219 -0.33 -0.26 -0.26 0.27
H 2.489 2.040 5.174 0.07 -0.70 0.07 0.58
H 1.158 3.588 2.214 -0.60 -0.14 -0.55 -0.24
H 1.329 5.058 2.763 0.05 0.30 -0.06 0.39
C 0.355 0.051 -5.137 0.35 0.30 0.16 -0.83
O 0.262 1.159 -4.288 0.33 0.44 2.26 -0.36
C 1.239 1.254 -3.173 -0.93 1.89 -1.41 0.01
C 0.733 2.524 -2.403 0.79 0.41 1.89 0.31
C 1.652 3.043 -1.260 1.73 -1.32 -1.16 -1.05
N -0.483 2.269 -1.704 -1.26 -0.01 -0.66 0.34
H -0.628 -0.082 -5.588 0.16 0.10 -0.41 0.30
H 0.558 -0.864 -4.579 0.38 -0.18 -0.06 0.26
H 1.139 0.346 -5.834 -0.02 -0.93 -0.55 0.30
H 1.286 0.329 -2.599 -0.33 0.06 0.22 -0.39
H 2.228 1.470 -3.577 0.19 -0.17 -0.27 0.56
H 0.577 3.404 -3.026 0.18 -0.44 -0.80 0.44
H 1.819 2.284 -0.495 -0.56 -0.05 0.24 -0.25
H 1.413 3.999 -0.793 -0.32 -0.13 -0.36 0.28
H 2.656 3.063 -1.685 0.38 0.71 -0.02 0.53
H -0.284 1.504 -1.075 -0.42 -0.17 -0.06 0.19
H -1.160 1.937 -2.376 -0.53 -0.11 0.05 0.10
C -6.301 6.048 -1.097 -0.09 -1.84 0.53 -0.66
O -4.897 6.151 -0.954 0.14 0.50 0.14 -0.40
C -4.250 5.285 0.010 -0.27 0.06 -0.90 -1.00
C -3.452 4.155 -0.693 1.16 -0.35 0.33 0.77
C -4.205 2.871 -0.978 -1.16 -0.03 -0.02 -1.55
N -2.274 3.799 0.152 -1.08 0.54 0.62 -0.26
H -6.868 6.253 -0.189 0.20 0.41 0.31 0.30
H -6.486 4.991 -1.291 -0.50 -0.21 -0.24 0.26
H -6.766 6.600 -1.914 0.83 0.37 -0.06 0.28
H -3.616 5.949 0.597 0.42 -0.15 -0.17 0.36
H -4.923 4.845 0.746 -0.46 -0.05 -0.13 0.39
H -3.000 4.510 -1.619 -0.61 0.46 -0.37 0.48
H -4.597 2.397 -0.079 0.30 0.04 0.37 0.34
H -3.648 2.116 -1.532 0.34 0.19 0.01 0.20
H -5.110 3.050 -1.560 0.01 0.22 -0.27 0.50
H -1.761 3.055 -0.299 0.18 -0.02 -0.28 -0.03
H -1.675 4.611 0.103 0.40 0.02 0.28 0.25
C 1.564 -1.618 3.648 0.98 0.59 0.04 -0.94
O 0.230 -1.368 3.372 -0.31 -0.84 0.78 0.31
C -0.620 -2.416 3.830 -2.69 1.75 -0.23 -1.14
C -1.931 -1.653 4.290 -0.11 -1.19 2.01 0.87
C -1.762 -0.624 5.403 1.93 0.37 -0.46 -1.34
N -2.871 -2.653 4.830 -0.84 -0.27 -2.02 -0.59
H 1.822 -2.617 3.297 0.52 0.09 -0.13 0.65
H 1.888 -1.480 4.679 -0.64 -0.51 0.70 0.19
H 2.142 -0.800 3.219 0.13 -0.32 -0.84 -0.08
H -0.898 -3.097 3.026 -0.01 0.16 -0.50 0.25
H -0.322 -3.117 4.610 0.86 0.66 0.53 0.58
H -2.413 -1.081 3.497 0.07 -0.61 -0.58 0.17
H -1.263 -1.068 6.265 0.05 -0.11 0.12 0.36
H -2.661 -0.130 5.771 -0.19 -0.22 -0.46 0.41
H -1.079 0.113 4.981 0.03 0.55 0.41 -0.01
H -2.617 -3.138 5.679 0.19 0.44 0.07 0.21
H -3.749 -2.161 4.916 -0.22 -0.41 0.55 0.33
C 0.147 0.902 1.256 0.28 0.84 -0.82 1.44
O -0.010 0.273 -0.014 -0.19 -0.20 0.70 -0.55
C -0.260 -1.094 0.019 -0.66 -1.63 -0.95 0.17
C -0.931 -1.615 -1.357 -0.17 -0.70 1.00 0.81
C -2.389 -1.136 -1.466 1.98 0.82 -0.63 -0.20
N -0.995 -3.054 -1.421 0.72 -1.33 1.69 0.17
H 1.032 0.556 1.790 0.00 -0.27 0.00 -0.99
H -0.730 0.899 1.904 -0.15 -0.44 -0.15 0.23
H 0.319 1.931 0.939 0.01 0.19 0.51 -0.38
H 0.661 -1.611 0.287 0.35 -0.34 -0.46 -0.89
H -0.910 -1.363 0.851 -0.56 0.10 -0.02 -0.13
H -0.327 -1.396 -2.238 0.10 1.47 0.05 -0.32
H -2.924 -1.285 -0.528 -0.13 -0.14 -0.31 0.01
H -2.775 -1.645 -2.350 -0.62 0.11 0.29 -0.06
H -2.267 -0.079 -1.704 -0.79 0.22 0.09 -0.40
H -1.670 -3.579 -1.957 0.01 0.64 0.04 -0.38
H -0.127 -3.555 -1.297 -0.12 0.04 -0.19 0.09
C -3.837 -2.650 -4.874 1.02 -0.76 -1.06 -1.27
C -2.782 -3.744 -4.554 -0.02 1.18 1.19 0.35
O -3.302 -4.614 -3.612 -2.10 -0.87 0.45 -0.54
H -4.550 -3.079 -5.578 -0.38 -0.03 0.31 0.41
H -3.337 -1.879 -5.459 0.04 0.29 0.14 0.27
H -4.334 -2.193 -4.018 0.18 -0.32 0.04 0.29
H -1.941 -3.329 -3.998 0.63 0.81 -0.83 -0.11
H -2.423 -4.275 -5.435 -0.06 0.17 -0.36 0.33
H -2.638 -5.115 -3.131 0.43 -0.27 -0.20 0.31
C -3.699 3.302 -4.685 0.62 -0.18 -0.30 -1.16
C -2.411 2.477 -4.868 -1.24 0.55 -0.67 0.21
O -2.555 1.217 -4.210 -0.04 0.68 0.05 -0.38
H -3.685 4.234 -5.251 0.56 0.24 0.15 0.41
H -3.795 3.526 -3.623 -0.53 -0.05 -0.14 0.06
H -4.558 2.813 -5.145 -0.09 -0.48 0.62 0.33
H -1.552 3.063 -4.542 0.11 -0.22 0.40 0.10
H -2.269 2.319 -5.938 0.14 -0.16 -0.23 0.36
H -1.652 0.942 -4.036 0.36 -0.25 0.10 0.05
C 0.806 -6.730 -2.862 0.83 0.33 0.84 -0.89
C -0.580 -6.863 -3.371 -0.66 0.49 -0.27 -0.16
O -1.422 -6.109 -2.485 -0.22 0.05 -0.02 -0.48
H 1.041 -5.671 -2.966 0.37 -0.01 0.11 0.16
H 1.616 -7.321 -3.291 -0.33 -0.11 -0.31 0.38
H 0.769 -6.939 -1.793 0.30 -0.12 0.13 0.25
H -0.950 -7.879 -3.508 0.02 0.00 0.03 0.31
H -0.655 -6.291 -4.295 -0.23 -0.43 -0.27 0.16
H -1.569 -6.519 -1.630 0.20 -0.32 0.01 0.24
C -4.376 -3.991 -0.054 0.10 0.61 0.03 -1.08
C -3.587 -3.783 1.226 -0.37 -1.83 0.04 0.76
O -4.406 -4.106 2.346 -0.77 0.79 0.03 -0.63
H -4.919 -4.933 -0.122 -0.02 0.04 0.42 0.41
H -3.741 -3.949 -0.940 0.08 0.19 0.05 0.16
H -5.062 -3.145 -0.078 -0.38 -0.21 -0.43 0.31
H -3.230 -2.755 1.272 0.37 -0.10 0.05 -0.30
H -2.832 -4.562 1.336 1.01 0.56 -0.67 0.15
H -4.051 -3.585 3.070 0.09 -0.14 0.60 0.31
C -2.864 3.227 5.021 0.97 0.74 -0.50 -1.37
C -2.346 3.101 3.571 0.31 0.20 -0.16 0.87
O -3.374 2.887 2.674 -2.50 -1.19 0.26 -0.70
H -3.235 4.227 5.246 -0.62 -0.11 -0.27 0.40
H -2.018 3.161 5.705 0.20 -0.38 0.01 0.30
H -3.574 2.439 5.270 -0.09 0.16 -0.16 0.28
H -1.655 2.259 3.537 0.35 -0.25 0.12 -0.49
H -1.838 3.944 3.104 0.72 0.43 1.19 0.26
H -3.160 3.170 1.782 0.81 0.32 -0.42 0.36
```
Positions in Å, forces in eV/Å.

Density functional theory data (ωB97M-V/def2-TZVPD) for C25H18IrN3O2 as an isolated structure at a distorted geometry.

Calculated total energy (eV): -37617.1463
Orbital gap (alpha / beta) (eV): 5.2 / 5.0
HOMO energy (alpha / beta) (eV): -5.106 / -7.648
2S+1: 5
<S²>: 6.043

Structure (XYZ):
```
49
Properties=species:S:1:pos:R:3:forces:R:3:nbo_charge:R:1
Ir -0.191 0.304 -0.452 0.00 0.70 -0.72 1.29
O -0.950 1.550 -1.784 0.82 -0.64 -0.63 -0.73
C -2.043 2.253 -1.686 -0.83 0.76 -0.38 0.43
C -2.458 2.986 -2.816 0.19 -0.26 0.35 -0.31
C -3.630 3.722 -2.819 0.29 -0.15 -0.12 -0.19
C -4.443 3.733 -1.689 -0.15 -0.19 0.83 -0.25
C -4.059 3.052 -0.556 -0.76 0.69 -0.63 -0.18
C -2.853 2.328 -0.491 1.01 -1.02 1.05 -0.16
C -2.525 1.731 0.743 -3.31 2.75 -0.71 -0.06
N -1.473 0.962 0.994 3.47 -3.20 0.98 -0.33
N -1.281 0.432 2.176 -1.87 1.54 -0.16 -0.21
C -0.348 -0.507 2.233 1.08 -0.45 -1.41 0.50
O 0.350 -0.810 1.172 -0.15 -0.34 0.55 -0.64
C -0.135 -1.199 3.480 0.20 -0.37 0.49 -0.06
C 0.886 -2.156 3.571 -0.22 0.30 -0.21 -0.19
C 1.097 -2.830 4.754 -0.01 -0.05 0.23 -0.21
C 0.294 -2.567 5.856 -0.03 0.06 -0.07 -0.19
C -0.733 -1.633 5.767 0.11 -0.17 0.23 -0.22
C -0.950 -0.947 4.593 0.08 0.08 -0.32 -0.19
H -1.834 2.939 -3.697 0.07 -0.03 -0.01 0.22
H -3.920 4.273 -3.698 -0.02 0.05 -0.16 0.21
H -5.376 4.276 -1.688 -0.09 0.07 -0.03 0.21
H -4.693 3.063 0.318 -0.05 0.03 0.10 0.20
H -3.205 1.889 1.572 0.05 -0.02 0.02 0.20
H 1.493 -2.342 2.698 0.06 -0.04 -0.04 0.23
H 1.888 -3.561 4.829 0.06 -0.04 -0.02 0.22
H 0.468 -3.084 6.786 0.01 -0.09 0.10 0.21
H -1.360 -1.448 6.628 -0.04 0.04 0.02 0.22
H -1.742 -0.218 4.508 0.00 0.01 0.02 0.24
C 4.144 1.874 -0.932 0.21 -0.34 -0.33 -0.26
C 4.630 1.011 -1.918 -0.36 0.29 0.47 -0.14
C 3.835 -0.034 -2.339 -0.16 -0.11 0.09 -0.24
C 2.573 -0.229 -1.767 0.49 0.83 0.41 0.23
N 2.116 0.633 -0.828 0.03 -0.58 -0.43 -0.48
C 2.878 1.641 -0.430 0.21 0.18 0.14 0.07
C 1.664 -1.295 -2.151 -0.92 -0.86 -0.39 -0.17
C 2.081 -2.430 -2.852 0.14 0.45 0.06 -0.17
C 1.174 -3.390 -3.249 -0.02 -0.25 -0.13 -0.24
C -0.173 -3.249 -2.952 0.06 0.23 0.03 -0.18
C -0.597 -2.142 -2.229 -0.17 -0.19 -0.18 -0.27
C 0.300 -1.175 -1.818 0.48 0.39 0.96 -0.11
H 4.736 2.698 -0.570 0.01 0.10 0.05 0.23
H 5.612 1.160 -2.342 0.06 0.03 -0.07 0.22
H 4.180 -0.690 -3.122 -0.01 -0.09 -0.03 0.22
H 2.465 2.277 0.340 -0.09 0.09 0.01 0.21
H 3.130 -2.560 -3.076 0.09 -0.08 -0.08 0.20
H 1.515 -4.255 -3.798 0.06 -0.09 -0.02 0.21
H -0.888 -3.992 -3.273 -0.02 -0.07 -0.03 0.21
H -1.649 -2.045 -1.996 -0.05 0.03 0.10 0.22
```
Positions in Å, forces in eV/Å.